24
Properties=species:S:1:pos:R:3:lowdin_charge:R:1 method="wB97M-V/def2-TZVPD" lumo_ev=0.451 relative_energy_kj_mol=77.09 energy_ha=-388.6514 fmax_ev_per_a=0.86 homo_energy_ev=-9.41 homo_lumo_gap_ev=9.9
C 1.52 -1.00 2.20 -0.104
C 0.76 -1.46 0.97 -0.170
C 0.94 -0.93 -0.24 -0.137
C 0.18 -1.34 -1.46 -0.223
C -1.04 -0.46 -1.81 -0.249
C -2.24 -0.78 -0.91 -0.104
H 2.06 -0.09 1.99 0.059
H 2.18 -1.80 2.53 0.070
H 0.83 -0.87 3.04 0.072
H 0.12 -2.33 1.14 0.102
H 1.74 -0.22 -0.30 0.093
H 0.83 -1.37 -2.34 0.104
H -0.19 -2.35 -1.26 0.110
H -0.78 0.60 -1.82 0.099
H -1.31 -0.76 -2.83 0.097
H -2.89 -1.55 -1.33 0.069
H -2.86 0.08 -0.66 0.064
H -1.85 -1.18 0.03 0.055
O -1.82 3.18 0.91 -0.063
H -0.91 3.38 0.66 0.022
H -1.70 2.48 1.58 0.034
O 2.30 3.27 -0.01 -0.058
H 2.15 2.67 0.74 0.024
H 1.99 2.83 -0.81 0.032

=====

12
Properties=species:S:1:pos:R:3:lowdin_charge:R:1 method="wB97M-V/def2-TZVPD" lumo_ev=0.839 relative_energy_kj_mol=222.96 energy_ha=-265.4507 fmax_ev_per_a=4.30 homo_energy_ev=-9.49 homo_lumo_gap_ev=10.3
N 1.42 -2.53 -0.26 0.133
C 1.24 -1.44 0.19 -0.185
C 0.80 -0.03 0.37 -0.214
C -0.64 0.18 0.99 -0.144
N -1.23 0.13 -0.43 -0.057
C 0.07 0.49 -1.01 -0.161
H 1.62 0.68 0.70 0.136
H -0.64 1.08 1.59 0.102
H -0.94 -0.60 1.58 0.069
H -2.11 0.65 -0.56 0.104
H 0.20 1.57 -1.28 0.110
H 0.21 -0.19 -1.88 0.106

=====

167
Properties=species:S:1:pos:R:3:lowdin_charge:R:1 method="wB97M-V/def2-TZVPD" lumo_ev=0.022 relative_energy_kj_mol=0.00 energy_ha=-6201.6627 fmax_ev_per_a=5.41 homo_energy_ev=-8.37 homo_lumo_gap_ev=8.4
C 23.86 -4.93 -22.48 0.017
C 24.02 -3.58 -23.24 -0.285
C 23.28 -2.39 -22.66 -0.101
O 24.23 -1.36 -22.59 0.098
C 25.43 -1.88 -22.75 -0.545
O 26.51 -1.28 -22.85 0.119
O 25.31 -3.19 -22.90 0.063
H 24.46 -5.02 -21.57 0.083
H 24.12 -5.77 -23.12 0.069
H 22.80 -5.06 -22.23 0.060
H 23.93 -3.68 -24.32 0.149
H 22.77 -2.59 -21.72 0.140
H 22.49 -2.03 -23.33 0.136
C 19.93 -10.96 -31.93 0.001
C 20.51 -11.68 -30.64 -0.220
C 22.06 -11.63 -30.35 -0.062
O 22.15 -10.73 -29.28 0.080
C 20.97 -10.55 -28.74 -0.592
O 20.81 -9.90 -27.67 0.062
O 20.00 -10.99 -29.47 0.092
H 19.84 -11.61 -32.80 0.074
H 20.52 -10.07 -32.15 0.087
H 18.86 -10.84 -31.76 0.076
H 20.21 -12.72 -30.54 0.144
H 22.63 -11.23 -31.18 0.118
H 22.50 -12.55 -29.96 0.136
C 26.51 -7.00 -19.59 -0.004
C 27.23 -7.55 -20.81 -0.358
C 27.50 -6.64 -21.90 -0.118
O 28.80 -7.05 -22.22 0.071
C 29.34 -7.84 -21.26 -0.578
O 30.49 -8.16 -21.13 0.158
O 28.41 -8.26 -20.43 0.107
H 27.19 -6.37 -19.02 0.094
H 26.29 -7.75 -18.84 0.084
H 25.59 -6.47 -19.85 0.074
H 26.63 -8.37 -21.19 0.127
H 27.44 -5.61 -21.56 0.143
H 26.69 -6.78 -22.62 0.129
C 24.73 -2.53 -27.81 -0.008
C 25.71 -3.64 -27.46 -0.281
C 26.76 -3.18 -26.43 -0.071
O 26.89 -4.29 -25.60 0.114
C 25.99 -5.17 -25.85 -0.673
O 25.82 -6.23 -25.26 0.098
O 25.14 -4.71 -26.69 0.103
H 24.19 -2.96 -28.66 0.086
H 25.18 -1.59 -28.10 0.095
H 24.00 -2.36 -27.02 0.086
H 26.12 -4.09 -28.36 0.154
H 26.39 -2.41 -25.75 0.140
H 27.63 -2.89 -27.02 0.148
C 26.71 -7.52 -28.04 -0.003
C 26.79 -8.43 -29.26 -0.278
C 27.02 -9.94 -29.05 -0.076
O 26.00 -10.49 -29.86 0.107
C 25.23 -9.55 -30.34 -0.604
O 24.41 -9.62 -31.23 0.128
O 25.48 -8.42 -29.75 0.100
H 26.07 -6.66 -28.27 0.079
H 27.67 -7.12 -27.72 0.085
H 26.38 -7.94 -27.09 0.077
H 27.51 -8.06 -29.98 0.160
H 26.85 -10.21 -28.01 0.109
H 28.02 -10.25 -29.35 0.137
C 18.78 -13.13 -26.46 0.013
C 20.33 -13.34 -26.40 -0.318
C 20.76 -14.36 -25.38 -0.120
O 21.92 -14.86 -25.98 0.065
C 21.92 -14.58 -27.32 -0.498
O 22.75 -15.05 -28.10 0.126
O 20.79 -13.90 -27.60 0.092
H 18.42 -12.56 -25.61 0.057
H 18.25 -14.07 -26.31 0.078
H 18.39 -12.60 -27.33 0.082
H 20.88 -12.42 -26.22 0.122
H 20.02 -15.14 -25.20 0.136
H 20.86 -13.86 -24.42 0.117
C 18.05 -7.36 -24.77 0.010
C 19.52 -7.67 -24.34 -0.300
C 20.70 -6.74 -24.78 -0.031
O 21.29 -6.33 -23.54 0.055
C 20.82 -7.02 -22.55 -0.533
O 21.33 -7.18 -21.43 0.106
O 19.64 -7.57 -22.96 0.042
H 18.01 -7.25 -25.86 0.083
H 17.72 -6.37 -24.49 0.083
H 17.40 -8.18 -24.45 0.072
H 19.87 -8.65 -24.67 0.122
H 20.33 -5.85 -25.30 0.134
H 21.43 -7.31 -25.35 0.133
C 28.40 -9.91 -24.31 -0.013
C 28.85 -8.82 -25.24 -0.362
C 30.26 -8.37 -24.90 -0.078
O 30.80 -8.19 -26.17 0.083
C 30.10 -8.93 -27.03 -0.533
O 30.41 -9.12 -28.18 0.147
O 28.98 -9.42 -26.44 0.068
H 27.45 -10.33 -24.63 0.068
H 28.35 -9.58 -23.28 0.072
H 29.02 -10.81 -24.29 0.091
H 28.12 -8.01 -25.30 0.148
H 30.76 -9.24 -24.47 0.144
H 30.45 -7.45 -24.35 0.143
C 24.21 -9.17 -23.87 0.010
C 24.00 -10.60 -24.35 -0.321
C 22.77 -11.04 -25.03 -0.104
O 23.25 -11.81 -26.08 0.122
C 24.51 -11.58 -26.24 -0.564
O 25.19 -12.03 -27.18 0.102
O 25.01 -10.84 -25.29 0.100
H 23.55 -8.95 -23.02 0.077
H 24.13 -8.36 -24.60 0.082
H 25.23 -9.05 -23.50 0.078
H 24.29 -11.21 -23.49 0.103
H 22.28 -10.12 -25.36 0.133
H 22.07 -11.57 -24.38 0.109
C 18.05 -10.30 -21.97 -0.232
S 19.18 -11.56 -22.67 0.875
O 19.87 -11.02 -23.96 -0.569
C 20.47 -11.49 -21.38 -0.260
H 18.69 -9.43 -21.80 0.032
H 17.78 -10.69 -20.99 0.059
H 17.29 -10.03 -22.71 0.051
H 20.70 -10.49 -21.01 0.049
H 21.34 -12.03 -21.74 0.021
H 20.28 -12.04 -20.46 0.051
C 22.02 -15.14 -21.49 -0.217
S 23.71 -14.83 -22.24 0.875
O 23.76 -13.38 -22.71 -0.560
C 24.62 -15.03 -20.71 -0.261
H 21.33 -15.35 -22.31 0.033
H 21.57 -14.31 -20.96 0.047
H 22.10 -16.05 -20.89 0.049
H 25.65 -14.91 -21.05 0.011
H 24.40 -16.00 -20.26 0.064
H 24.44 -14.21 -20.02 0.062
C 28.28 -13.44 -20.53 -0.246
S 27.05 -12.28 -21.18 0.855
O 27.69 -10.88 -21.17 -0.533
C 26.93 -12.85 -22.94 -0.217
H 29.06 -13.81 -21.20 0.061
H 27.81 -14.34 -20.14 0.038
H 28.73 -12.88 -19.71 0.055
H 27.87 -12.75 -23.49 0.056
H 26.11 -12.28 -23.38 0.020
H 26.47 -13.84 -23.00 0.038
C 22.85 -8.80 -18.99 -0.241
S 23.47 -10.54 -18.91 0.856
O 22.27 -11.45 -18.68 -0.583
C 24.05 -10.82 -20.65 -0.257
H 21.93 -8.72 -19.57 0.027
H 23.61 -8.07 -19.27 0.036
H 22.50 -8.53 -18.00 0.048
H 23.27 -10.82 -21.41 0.027
H 24.55 -11.79 -20.70 -0.019
H 24.66 -9.99 -21.00 0.036
C 26.56 -14.82 -26.98 -0.257
S 28.37 -14.52 -26.88 0.835
O 28.99 -14.87 -28.22 -0.571
C 28.16 -12.71 -26.97 -0.271
H 26.31 -14.58 -28.02 0.063
H 25.98 -14.27 -26.25 0.038
H 26.43 -15.89 -26.84 0.041
H 27.37 -12.32 -26.33 0.022
H 27.94 -12.38 -27.99 0.054
H 29.10 -12.25 -26.67 0.039

=====

66
Properties=species:S:1:pos:R:3:lowdin_charge:R:1 method="wB97M-V/def2-TZVPD" lumo_ev=-6.935 relative_energy_kj_mol=0.00 energy_ha=-7674.1181 fmax_ev_per_a=0.51 homo_energy_ev=-13.89 homo_lumo_gap_ev=7.0 total_charge=+2
Ti 0.18 0.05 0.06 0.851
Br -6.40 -2.79 2.34 0.840
C -4.73 -2.00 2.01 -0.676
C -3.97 -1.52 3.08 -0.061
C -2.74 -0.93 2.88 0.024
C -2.25 -0.83 1.58 -0.337
O -1.06 -0.26 1.33 -0.299
C -2.99 -1.32 0.50 -0.160
C -2.48 -1.26 -0.84 -0.017
N -1.31 -0.83 -1.19 0.024
C -1.00 -0.83 -2.58 -0.187
C -1.49 -1.68 -3.53 0.027
C -1.16 -1.48 -4.89 -0.021
C -0.36 -0.44 -5.27 0.012
C 0.19 0.43 -4.30 -0.123
C 1.04 1.51 -4.60 0.055
C 1.55 2.28 -3.58 -0.003
C 1.24 1.93 -2.26 -0.177
N 0.45 0.93 -1.93 -0.009
C -0.10 0.19 -2.95 -0.147
C -4.25 -1.90 0.73 -0.040
H -4.36 -1.61 4.09 0.121
H -2.16 -0.56 3.71 0.119
H -3.17 -1.59 -1.62 0.147
H -2.13 -2.51 -3.27 0.128
H -1.56 -2.16 -5.63 0.126
H -0.13 -0.28 -6.32 0.132
H 1.29 1.74 -5.63 0.141
H 2.20 3.11 -3.77 0.128
H 1.68 2.48 -1.44 0.081
H -4.83 -2.27 -0.11 0.125
C -2.23 2.68 0.63 -0.209
P -0.44 2.53 0.79 0.853
C 0.21 4.06 0.06 -0.229
C -0.06 2.67 2.56 -0.373
C 1.39 2.27 2.82 -0.373
P 1.72 0.58 2.19 0.847
C 1.09 -0.51 3.49 -0.209
C 3.52 0.39 2.35 -0.248
H -2.51 2.73 -0.43 0.064
H -2.57 3.60 1.12 0.070
H -2.73 1.83 1.09 0.042
H -0.29 4.91 0.54 0.069
H 0.01 4.11 -1.01 0.050
H 1.28 4.15 0.23 0.055
H -0.75 2.02 3.10 0.085
H -0.26 3.69 2.90 0.106
H 1.64 2.32 3.89 0.107
H 2.08 2.95 2.32 0.089
H 1.71 -0.42 4.38 0.068
H 1.10 -1.55 3.15 0.052
H 0.06 -0.25 3.74 0.028
H 3.78 0.52 3.40 0.067
H 4.05 1.13 1.75 0.035
H 3.82 -0.60 2.03 0.054
Cl -0.35 -3.25 0.87 0.793
C 1.22 -2.88 0.22 -0.659
C 1.56 -1.56 -0.04 -0.301
C 2.85 -1.36 -0.54 -0.667
Cl 3.40 0.27 -0.86 0.753
C 3.75 -2.39 -0.80 -0.706
Cl 5.31 -2.07 -1.41 0.744
C 3.35 -3.70 -0.54 -0.691
Cl 4.42 -4.99 -0.86 0.765
C 2.08 -3.95 -0.03 -0.700
Cl 1.59 -5.56 0.29 0.745

=====

8
Properties=species:S:1:pos:R:3:lowdin_charge:R:1 method="wB97M-V/def2-TZVPD" lumo_ev=-0.499 relative_energy_kj_mol=155.95 energy_ha=-1020.3329 fmax_ev_per_a=2.81 homo_energy_ev=-9.73 homo_lumo_gap_ev=9.2
C -0.57 0.47 -0.43 -0.341
N -1.34 -0.37 0.39 -0.119
N -1.04 -1.39 0.85 -0.042
O 1.89 0.87 0.63 -0.577
S 1.01 -1.90 0.23 0.390
S 1.31 0.07 -0.42 0.515
H -0.85 0.85 -1.40 0.092
H -0.41 1.39 0.14 0.082

=====

16
Properties=species:S:1:pos:R:3:lowdin_charge:R:1 method="wB97M-V/def2-TZVPD" lumo_ev=3.526 relative_energy_kj_mol=533.78 energy_ha=-288.1883 fmax_ev_per_a=4.11 homo_energy_ev=-2.29 homo_lumo_gap_ev=5.8 total_charge=-1
C 2.00 0.99 0.09 -0.165
C 1.75 -0.53 0.19 -0.205
N 0.14 -0.39 -0.77 -0.042
C -1.09 0.03 0.01 -0.307
C -2.57 -0.53 -0.29 -0.499
O -3.56 0.09 0.51 -0.437
H 1.01 1.39 0.40 0.054
H 2.05 1.28 -1.01 0.081
H 2.75 1.51 0.70 0.046
H 2.50 -1.08 -0.36 0.086
H 1.75 -0.69 1.27 0.091
H 0.79 -1.21 -0.14 0.025
H -1.29 1.07 -0.20 0.067
H -0.97 0.05 1.05 0.068
H -2.72 -0.33 -1.38 0.064
H -2.54 -1.65 -0.07 0.073

=====

5
Properties=species:S:1:pos:R:3:lowdin_charge:R:1 method="wB97M-V/def2-TZVPD" lumo_ev=1.087 relative_energy_kj_mol=61.70 energy_ha=-554.2016 fmax_ev_per_a=3.65 homo_energy_ev=-11.00 homo_lumo_gap_ev=12.1
C 0.36 0.28 -0.04 -0.033
N 1.00 1.23 -0.28 0.083
Cl -1.59 -2.26 -0.10 0.250
H -1.12 -1.38 0.67 -0.335
H 1.35 2.12 -0.24 0.035

=====

84
Properties=species:S:1:pos:R:3:lowdin_charge:R:1 method="wB97M-V/def2-TZVPD" lumo_ev=-0.247 relative_energy_kj_mol=138.68 energy_ha=-2140.3946 fmax_ev_per_a=1.74 homo_energy_ev=-10.64 homo_lumo_gap_ev=10.4
O -6.03 -0.87 0.54 -0.067
H -5.32 -0.20 0.55 0.037
H -6.02 -1.17 -0.37 0.006
O 4.14 -2.42 -1.78 -0.060
H 3.18 -2.40 -1.61 0.024
H 4.22 -2.77 -2.69 0.075
O -4.30 -1.85 2.78 -0.069
H -3.42 -2.22 3.03 0.014
H -5.01 -2.35 3.18 0.051
O 2.57 3.22 -1.86 -0.035
H 3.12 3.28 -2.64 0.051
H 2.12 4.08 -1.82 0.055
O -0.84 -0.40 0.48 -0.049
H 0.02 -0.06 0.16 0.034
H -1.17 -0.99 -0.23 0.051
O -0.54 2.90 -1.18 -0.058
H -1.22 2.70 -0.50 0.045
H -0.77 2.40 -1.98 0.054
O -5.09 -1.09 -2.89 -0.078
H -5.85 -0.59 -3.24 0.046
H -4.29 -0.57 -3.11 0.016
O 4.19 0.25 -1.82 -0.074
H 4.94 0.62 -2.30 0.061
H 4.31 -0.73 -1.87 0.002
O -0.92 1.36 -5.25 -0.087
H -0.90 2.03 -5.94 0.046
H 0.01 1.28 -4.92 0.012
O 2.80 0.29 1.89 -0.076
H 3.15 0.67 2.71 0.047
H 2.56 1.14 1.41 0.044
O 0.35 -1.06 2.85 -0.055
H 0.00 -0.98 1.98 -0.019
H 1.15 -0.50 2.91 0.013
O -1.93 -0.32 -3.43 -0.074
H -1.75 -1.26 -3.40 0.031
H -1.87 -0.06 -4.38 0.028
O 1.61 1.11 -4.14 -0.047
H 1.39 0.86 -3.22 0.028
H 2.09 1.94 -4.00 0.043
O 2.05 -3.44 -4.44 -0.089
H 1.78 -2.78 -3.76 -0.004
H 1.80 -4.31 -4.07 0.031
O -2.41 1.85 1.54 -0.069
H -2.22 2.07 2.48 0.029
H -2.19 0.92 1.44 0.023
O -1.17 -3.10 -0.89 -0.025
H -1.91 -3.39 -1.42 0.063
H -1.32 -3.45 -0.01 0.064
O 5.08 -1.37 1.26 -0.065
H 5.13 -1.99 0.53 0.015
H 4.34 -0.78 1.09 -0.008
O 1.35 5.71 0.32 -0.059
H 1.18 6.65 0.45 0.054
H 0.52 5.32 -0.06 0.056
O 2.22 -2.91 1.02 -0.055
H 1.70 -2.23 1.49 0.030
H 3.15 -2.80 1.32 0.064
O -4.71 0.85 3.86 -0.082
H -5.37 1.39 3.41 0.034
H -4.54 0.05 3.30 0.002
O -1.70 -2.61 3.92 -0.058
H -0.93 -2.06 3.69 0.003
H -1.42 -3.52 4.04 0.048
O -4.59 3.61 0.76 -0.090
H -3.89 3.10 1.23 -0.010
H -5.07 4.18 1.39 0.035
O 1.42 0.71 -1.17 -0.100
H 2.40 0.72 -1.23 0.027
H 1.25 1.68 -1.19 0.021
O 1.82 2.94 1.28 -0.049
H 1.10 3.11 1.91 0.063
H 2.00 3.79 0.83 0.018
O -1.32 2.26 4.43 -0.060
H -0.85 1.42 4.55 0.042
H -2.23 2.09 4.72 0.045
O 1.39 -1.98 -2.23 -0.067
H 0.69 -2.47 -1.77 0.040
H 1.25 -1.05 -1.92 0.041
O 2.13 0.52 4.86 -0.045
H 2.73 1.07 5.38 0.056
H 2.52 -0.36 5.00 0.058
O 2.21 -5.21 -0.28 -0.078
H 1.97 -5.01 -1.19 0.009
H 1.97 -4.40 0.21 -0.025